18
Properties=species:S:1:pos:R:3:forces:R:3:lowdin_charge:R:1 method="wB97M-V/def2-TZVPD" gap_ev=9.54 total_charge=+1 homo_ev=-12.904 multiplicity=1
O 0.77405 -2.32948 1.23899 -0.518 0.254 -0.186 0.144
C 0.52884 -1.15529 1.35667 0.740 -0.403 0.796 -0.487
O 0.89561 -0.41515 2.38253 -0.659 1.095 0.039 0.167
C -0.06353 -0.33626 0.21099 -0.700 -0.556 -1.009 -0.224
C 0.87911 0.75591 -0.26178 1.226 1.482 0.080 -0.479
S 0.06638 2.42128 -0.34284 -0.277 -0.505 -0.050 0.740
N -0.40297 -1.44241 -0.83384 0.545 2.576 0.111 0.207
H 1.19244 -0.88118 3.17738 0.102 -0.495 -0.314 0.161
H -1.06170 0.13642 0.25990 0.444 -0.289 1.237 0.141
H 1.74699 0.95188 0.38474 -0.530 -0.702 0.287 0.088
H 1.36098 0.57999 -1.20549 -0.206 -0.539 -0.730 0.080
H 1.19434 3.14102 -0.45961 -0.040 -0.175 0.022 -0.119
H -0.71590 -0.89663 -1.67356 0.021 -0.818 0.178 0.121
H 0.40660 -2.04487 -0.96292 -0.264 -0.418 -0.027 0.165
H -1.23019 -1.89358 -0.45052 0.286 -0.701 -0.283 0.166
H -2.86006 0.23985 -1.78676 -0.102 0.074 -0.376 0.077
H -2.58345 -0.29030 -3.23544 -0.017 0.146 0.308 0.089
O -2.22264 -0.23004 -2.33840 -0.052 -0.025 -0.083 -0.037